DFT (the ωB97M-V functional and the def2-TZVPD basis) results for the ion C5H8 with charge +1.

Positions of all 13 atoms, in Å:
C -0.0566 1.3212 -0.3782
C -0.7408 1.5474 -1.4943
C 0.6822 0.0892 -0.0001
C -0.2282 -0.8887 0.6028
C 0.0467 -1.8006 1.5799
H 0.4760 2.0902 0.1489
H -0.8223 2.4567 -2.0809
H -0.8252 0.6289 -2.0844
H 0.9647 -0.2721 -1.0141
H 1.5910 0.1722 0.5800
H -1.3916 -0.8406 0.2825
H -0.6920 -2.4986 1.7724
H 0.9962 -2.0053 2.0856

Atomic forces in eV per Å
C 1.06 2.52 -0.77
C 1.45 -1.68 -0.41
C -1.58 -2.38 0.13
C -2.55 1.58 -1.84
C 1.81 -0.79 0.60
H -0.54 1.06 0.35
H -0.64 0.24 0.86
H -0.71 0.28 -0.18
H 0.19 -0.46 0.25
H 0.24 0.33 0.05
H 2.91 -0.05 0.57
H -1.48 -1.31 0.63
H -0.14 0.66 -0.24

Computed properties:
DFT total energy, Ha: -194.870681
Lowest unoccupied orbital energy (alpha / beta), eV: -4.9495 / -9.2104
Molar mass, g mol⁻¹: 68.12
⟨S²⟩: 0.756
Gap between HOMO and LUMO (alpha / beta), eV: 9.7 / 5.3
Energy relative to the best compared isomer or geometry (same formula, charge and spin), kcal per mole: 59.3
Multiplicity: 2
Net charge: +1
Highest occupied orbital energy (alpha / beta), eV: -14.6 / -14.5